[1]
{"formula": "AsF6H18O9", "method": "wB97M-V/def2-TZVPD", "lumo_ha": [-0.0257, -0.3140], "total_energy_ha": -3522.85745, "multiplicity": 2, "symbols": ["As", "F", "F", "F", "F", "F", "F", "O", "H", "H", "O", "H", "H", "O", "H", "H", "O", "H", "H", "O", "H", "H", "O", "H", "H", "O", "H", "H", "O", "H", "H", "O", "H", "H"], "xyz": [[-11.3020, -5.3748, 13.3052], [-10.5276, -4.0788, 14.2734], [-11.1310, -4.2363, 11.8855], [-12.1438, -6.5630, 12.2398], [-11.2274, -6.4854, 14.7056], [-12.7972, -4.7104, 13.7377], [-9.6974, -6.0484, 12.9757], [-8.9593, -5.9614, 16.6044], [-9.6566, -5.8693, 17.2537], [-9.2278, -5.3939, 15.8818], [-13.0652, -8.9247, 12.8008], [-12.5545, -8.1222, 12.6946], [-13.9474, -8.6874, 12.5151], [-8.8423, -8.3892, 14.5170], [-8.1086, -8.0876, 15.0527], [-9.4967, -7.6948, 14.5936], [-10.5434, -1.2859, 14.0315], [-10.1579, -2.1556, 13.9253], [-10.1468, -0.9438, 14.8326], [-8.0730, -7.7780, 11.1624], [-8.4343, -7.5129, 12.0082], [-7.1311, -7.6301, 11.2468], [-11.0017, -4.0420, 17.5199], [-11.6031, -3.5449, 18.0745], [-11.3731, -3.9723, 16.6405], [-11.3504, -2.3765, 10.2543], [-11.2075, -2.9960, 10.9699], [-11.2253, -2.8950, 9.4595], [-13.2119, -7.4024, 9.7730], [-12.7956, -7.2535, 10.6220], [-13.9084, -8.0334, 9.9546], [-13.1967, -2.9035, 15.7090], [-13.4157, -3.6735, 15.1843], [-12.6416, -2.3733, 15.1371]], "forces_ev_per_angstrom": [[1.5, 0.3, -0.5], [-0.2, -1.3, -0.4], [-0.1, -2.0, 1.8], [1.4, 1.6, 1.2], [-0.6, 0.8, -1.0], [-0.5, -0.3, -0.2], [-0.7, 0.4, -0.4], [0.8, -0.8, -0.3], [-0.6, 0.3, 0.4], [-0.2, 0.5, -0.3], [-0.1, -0.7, 0.1], [0.0, 0.0, 0.1], [-0.2, 0.0, 0.0], [0.1, -0.8, -0.4], [0.6, 0.3, 0.4], [-0.9, 0.8, 0.0], [-0.3, 0.2, -0.1], [0.1, -0.3, -0.1], [0.1, 0.2, 0.2], [-0.1, -0.3, -0.2], [-0.5, 0.3, 0.5], [0.5, 0.1, -0.1], [0.6, -0.4, 0.2], [-0.2, 0.1, 0.1], [-0.4, 0.3, -0.3], [-0.1, 1.1, -0.6], [0.0, -0.3, 0.6], [0.0, -0.2, -0.5], [-0.1, 0.1, -0.3], [0.1, 0.1, 0.1], [-0.1, -0.2, -0.1], [0.0, 0.0, 0.6], [-0.1, -0.1, -0.1], [0.2, 0.3, -0.3]]}



[2]
{"formula": "C17H15BrN2", "method": "wB97M-V/def2-TZVPD", "lumo_ha": -0.0161, "total_energy_ha": -3340.34276, "smiles": "Cc1cc2nc(CBr)c(-c3ccccc3)nc2cc1C", "symbols": ["Br", "N", "N", "C", "C", "C", "C", "C", "C", "C", "C", "C", "C", "C", "C", "C", "C", "C", "C", "C", "H", "H", "H", "H", "H", "H", "H", "H", "H", "H", "H", "H", "H", "H", "H"], "xyz": [[-0.6075, -1.7072, -3.8235], [-0.1686, 0.8902, 0.0597], [-0.7604, -1.8824, -0.1080], [-0.7928, 0.3904, -1.0061], [-1.1007, -0.9944, -1.0730], [-1.2980, 3.0402, -4.3632], [-2.3940, 2.5546, -3.6599], [-0.0351, 2.6068, -4.0168], [-2.2541, 1.7150, -2.5573], [0.1115, 1.7363, -2.9416], [-0.9654, 1.2886, -2.1759], [1.4645, -0.3654, 3.0869], [1.2642, -1.7480, 2.9902], [0.9520, 0.4871, 2.1258], [0.4693, -2.2363, 1.8901], [0.2169, 0.0305, 1.0301], [-0.0405, -1.3559, 0.9125], [2.2775, 0.2540, 4.2051], [1.7463, -2.7143, 4.0250], [-1.8204, -1.5586, -2.2543], [-1.3860, 3.7683, -5.1823], [-3.3457, 3.0280, -3.9685], [0.8856, 3.0120, -4.5019], [-3.1764, 1.4370, -2.0161], [1.1039, 1.4228, -2.6235], [1.1785, 1.5438, 2.1990], [0.2792, -3.2987, 1.7746], [3.2827, -0.1200, 4.1872], [2.3106, 1.3175, 4.1316], [1.8819, -0.1022, 5.1829], [2.6169, -2.3381, 4.5267], [1.0134, -2.9050, 4.8254], [1.9577, -3.6807, 3.5894], [-2.1431, -2.5543, -1.9828], [-2.7236, -0.9615, -2.4874]], "forces_ev_per_angstrom": [[-0.7, 0.1, 0.6], [-0.4, -0.1, -1.0], [-0.3, 2.0, -1.8], [1.5, 0.3, 1.2], [0.3, -1.5, 1.0], [0.4, 0.0, -0.4], [-0.6, 1.2, -0.3], [1.1, 0.2, 0.2], [-0.2, 0.0, -0.2], [0.4, -0.2, 0.7], [-1.4, 0.5, -0.7], [0.2, 1.3, -0.2], [-2.2, -1.4, -2.1], [0.5, 0.0, 0.6], [1.5, 0.9, 1.9], [-0.2, -0.3, -0.4], [0.0, -0.6, 0.6], [-0.8, -1.6, 0.5], [-0.4, -0.1, 0.3], [-0.5, 0.2, 0.1], [-0.3, -0.4, 0.4], [0.3, -0.8, 0.5], [-1.0, -0.5, 0.3], [0.8, 0.0, -0.1], [-0.1, 0.0, -0.2], [-0.2, 0.0, -0.1], [0.0, 0.1, 0.0], [0.7, -0.2, -0.1], [-0.1, 0.7, 0.1], [0.1, 0.6, -0.5], [0.6, 0.0, 0.2], [0.0, 0.3, -0.3], [0.2, -0.2, -0.2], [0.1, -0.3, -0.2], [0.8, -0.3, -0.4]]}



[3]
{"formula": "C47H40N2O4PS3SbSc", "method": "wB97M-V/def2-TZVPD", "lumo_ha": [0.0074, 0.0072], "total_energy_ha": -4762.49674, "multiplicity": 2, "symbols": ["Sc", "O", "N", "C", "C", "C", "C", "C", "S", "H", "H", "H", "H", "O", "S", "O", "O", "C", "C", "C", "C", "C", "C", "P", "C", "C", "C", "C", "C", "C", "C", "C", "C", "C", "C", "C", "H", "H", "H", "H", "H", "H", "H", "H", "H", "H", "H", "H", "H", "H", "S", "Sb", "C", "C", "C", "C", "C", "C", "C", "C", "C", "C", "C", "C", "C", "C", "C", "C", "C", "C", "H", "H", "H", "H", "H", "H", "H", "H", "H", "H", "H", "H", "H", "H", "H", "N", "C", "C", "C", "C", "C", "C", "H", "H", "H", "H", "H", "H", "H"], "xyz": [[-0.3993, -0.0568, 0.2412], [0.2514, 0.3015, 2.1623], [1.4397, 0.8097, 2.5021], [1.5289, 1.3793, 3.7227], [2.7071, 1.9069, 4.1626], [3.8230, 1.8402, 3.3209], [3.7111, 1.2518, 2.0896], [2.4910, 0.7108, 1.6474], [2.2714, -0.0164, 0.1182], [0.6030, 1.3774, 4.2771], [2.7537, 2.3667, 5.1381], [4.7682, 2.2628, 3.6340], [4.5482, 1.1979, 1.4098], [-2.4013, 0.0830, -3.1979], [-1.5803, 0.7061, -2.2032], [-2.1912, 0.7228, -0.7965], [-0.3217, -0.0798, -1.8790], [-1.2282, 2.3033, -2.6143], [-1.5959, 2.7494, -3.9086], [-1.2393, 3.9908, -4.3464], [-0.4523, 4.8499, -3.5129], [-0.0812, 4.4345, -2.2611], [-0.4462, 3.1729, -1.7412], [-0.0852, 2.7142, -0.0628], [1.4986, 3.5513, 0.3172], [1.7042, 4.2659, 1.4937], [2.9336, 4.8628, 1.7519], [3.9692, 4.7482, 0.8393], [3.7747, 4.0296, -0.3357], [2.5506, 3.4351, -0.5947], [-1.2413, 3.6316, 1.0305], [-1.8626, 2.9586, 2.0797], [-2.7576, 3.6226, 2.9120], [-3.0241, 4.9672, 2.7111], [-2.4035, 5.6463, 1.6682], [-1.5281, 4.9808, 0.8271], [-2.1681, 2.0807, -4.5368], [-1.5406, 4.3149, -5.3339], [-0.1368, 5.8203, -3.8730], [0.5291, 5.0901, -1.6492], [0.8973, 4.3797, 2.2075], [3.0726, 5.4271, 2.6660], [4.9228, 5.2224, 1.0353], [4.5763, 3.9407, -1.0582], [2.3954, 2.8897, -1.5173], [-1.6605, 1.9048, 2.2406], [-3.2504, 3.0836, 3.7123], [-3.7236, 5.4848, 3.3555], [-2.6176, 6.6952, 1.5027], [-1.0713, 5.5062, -0.0023], [-2.4150, -0.9741, 1.7041], [-4.2748, -0.1421, 0.6510], [-5.8482, -0.9297, 1.8243], [-5.6564, -1.1876, 3.1780], [-6.7116, -1.6583, 3.9489], [-7.9535, -1.8753, 3.3690], [-8.1447, -1.6287, 2.0162], [-7.0934, -1.1558, 1.2435], [-4.6840, -0.9984, -1.2146], [-4.2851, -2.3116, -1.4273], [-4.5402, -2.9102, -2.6518], [-5.1918, -2.1986, -3.6502], [-5.5962, -0.8907, -3.4272], [-5.3410, -0.2838, -2.2064], [-4.8351, 1.8920, 0.5955], [-4.3227, 2.8001, -0.3272], [-4.8391, 4.0867, -0.3729], [-5.8518, 4.4687, 0.4961], [-6.3521, 3.5655, 1.4217], [-5.8476, 2.2733, 1.4720], [-4.6798, -1.0377, 3.6222], [-6.5620, -1.8602, 5.0018], [-8.7734, -2.2453, 3.9713], [-9.1104, -1.8082, 1.5613], [-7.2434, -0.9739, 0.1845], [-3.7710, -2.8578, -0.6444], [-4.2266, -3.9315, -2.8306], [-5.3786, -2.6641, -4.6092], [-6.0950, -0.3351, -4.2105], [-5.6343, 0.7470, -2.0424], [-3.5269, 2.5139, -1.0007], [-4.4354, 4.7911, -1.0890], [-6.2458, 5.4764, 0.4562], [-7.1393, 3.8599, 2.1041], [-6.2554, 1.5696, 2.1871], [0.1601, -2.3578, -0.1778], [-0.5535, -3.4740, 0.3570], [-0.3993, -3.8026, 1.6971], [-1.1295, -4.8473, 2.2378], [-2.0212, -5.5646, 1.4501], [-2.1668, -5.2339, 0.1113], [-1.4303, -4.1940, -0.4386], [0.1280, -2.3375, -1.1929], [1.1355, -2.3616, 0.1037], [0.2730, -3.2195, 2.3163], [-1.0097, -5.0950, 3.2844], [-2.5962, -6.3751, 1.8770], [-2.8552, -5.7888, -0.5137], [-1.5440, -3.9303, -1.4844]], "forces_ev_per_angstrom": [[-0.2, 0.2, -0.1], [0.2, -0.1, 0.1], [0.0, -0.1, 0.0], [-0.1, 0.0, 0.0], [0.0, 0.0, 0.0], [0.0, 0.0, 0.0], [0.0, 0.0, 0.0], [0.0, 0.0, 0.0], [0.0, 0.0, 0.0], [0.0, 0.0, 0.0], [0.0, 0.0, 0.0], [0.0, 0.0, 0.0], [0.0, 0.0, 0.0], [0.0, -0.1, 0.1], [0.1, 0.1, 0.0], [0.0, -0.2, 0.0], [0.1, 0.1, -0.1], [0.1, 0.0, -0.1], [0.0, 0.1, 0.1], [0.0, 0.0, 0.0], [0.0, 0.0, 0.0], [-0.1, 0.0, -0.1], [0.0, -0.2, 0.1], [0.0, 0.0, -0.1], [0.0, 0.0, -0.1], [0.0, 0.0, 0.0], [0.0, 0.0, 0.0], [0.0, 0.0, 0.0], [0.0, 0.0, 0.0], [0.0, 0.0, 0.1], [0.0, -0.1, 0.1], [0.0, 0.0, 0.0], [0.0, 0.0, 0.0], [0.0, 0.0, 0.0], [0.0, 0.0, 0.0], [0.0, 0.0, 0.0], [0.0, 0.0, 0.0], [0.0, 0.0, 0.0], [0.0, 0.0, 0.0], [0.0, 0.0, 0.0], [0.0, 0.0, 0.0], [0.0, 0.0, 0.0], [0.0, 0.0, 0.0], [0.0, 0.0, 0.0], [0.0, 0.0, 0.0], [0.0, 0.0, 0.0], [0.0, 0.0, 0.0], [0.0, 0.0, 0.0], [0.0, 0.0, 0.0], [0.0, 0.0, 0.0], [0.0, 0.0, 0.1], [0.0, -0.1, -0.2], [0.0, 0.0, 0.1], [-0.1, 0.0, 0.0], [0.0, 0.0, 0.0], [0.0, 0.0, 0.0], [0.0, 0.0, 0.0], [0.0, 0.0, 0.0], [0.0, 0.0, 0.0], [0.0, 0.0, 0.0], [0.0, 0.0, 0.0], [0.0, 0.0, 0.0], [0.0, 0.0, 0.0], [0.0, 0.0, 0.0], [0.0, -0.1, 0.0], [0.0, 0.0, 0.0], [0.0, 0.0, 0.0], [0.0, 0.0, 0.0], [0.0, 0.0, 0.0], [0.0, 0.0, 0.0], [0.0, 0.0, 0.0], [0.0, 0.0, 0.0], [0.0, 0.0, 0.0], [0.0, 0.0, 0.0], [0.0, 0.0, 0.0], [0.0, 0.0, 0.0], [0.0, 0.0, 0.0], [0.0, 0.0, 0.0], [0.0, 0.0, 0.0], [0.0, 0.0, 0.0], [0.0, 0.0, 0.0], [0.0, 0.0, 0.0], [0.0, 0.0, 0.0], [0.0, 0.0, 0.0], [0.0, 0.0, 0.0], [-0.1, 0.0, 0.0], [0.0, 0.0, 0.0], [0.0, 0.0, 0.0], [0.0, 0.0, 0.0], [0.0, 0.0, 0.0], [0.0, 0.0, 0.0], [0.0, 0.0, 0.0], [0.0, 0.0, 0.0], [0.0, 0.0, 0.0], [0.0, 0.0, 0.0], [0.0, 0.0, 0.0], [0.0, 0.0, 0.0], [0.0, 0.0, 0.0], [0.0, 0.0, 0.0]]}